No. 1
Computed, not measured: a cluster of 6 separate species, C45H88F5IN2O19S in total in a non-equilibrium geometry, with wB97M-V/def2-TZVPD.

Positions of all 161 atoms, in Å:
C (1.86873, 0.37212, 5.90415)
C (3.24641, 0.47724, 5.15905)
N (3.16157, 0.90388, 3.74021)
C (3.26005, 2.33866, 3.55470)
C (2.16444, 2.60553, 2.39450)
F (2.16200, 1.53298, 1.48636)
F (2.43078, 3.74364, 1.64724)
C (0.71084, 2.71808, 2.92347)
C (-0.04012, 1.52089, 3.34375)
C (-1.39051, 1.68413, 3.84773)
C (-2.05392, 2.98203, 3.97581)
C (-1.32748, 4.15815, 3.54028)
C (-1.88006, 5.60877, 3.60991)
F (-0.91075, 6.37735, 4.25315)
F (-3.00736, 5.72536, 4.36777)
F (-2.02895, 6.17761, 2.37132)
C (0.02068, 3.98563, 3.02377)
O (2.72869, 3.19905, 4.61915)
S (3.34293, 4.71646, 4.49355)
O (2.55678, 5.72999, 3.82238)
O (3.77899, 5.28387, 5.75646)
O (4.55897, 4.39602, 3.41636)
C (4.69768, 2.98437, 3.32750)
N (4.99423, 2.51262, 1.92983)
C (5.92209, 2.35909, 4.13470)
C (5.99239, 2.77400, 5.65646)
C (7.15886, 3.77219, 6.03921)
I (7.66504, 5.24015, 4.53626)
H (1.08610, -0.18796, 5.33362)
H (1.51826, 1.36935, 6.27526)
H (2.05280, -0.24453, 6.83326)
H (3.68473, -0.56339, 5.14866)
H (3.92969, 1.09066, 5.80027)
H (3.79244, 0.38761, 3.13131)
H (0.39480, 0.49517, 3.27131)
H (-1.94429, 0.76007, 4.15016)
H (-3.08392, 3.08089, 4.39133)
H (0.56410, 4.89329, 2.67838)
H (5.65341, 1.72810, 1.97651)
H (5.51041, 3.24658, 1.43216)
H (6.86221, 2.52572, 3.55921)
H (5.73700, 1.24427, 4.11860)
H (5.03933, 3.18127, 6.07323)
H (6.19611, 1.82454, 6.23431)
H (8.06561, 3.21824, 6.40404)
H (6.80133, 4.35136, 6.93581)
C (1.76391, 1.34161, -1.64149)
O (1.59400, 0.05106, -2.20126)
C (0.88830, 0.04178, -3.43291)
C (1.57291, -0.84497, -4.46645)
O (2.83812, -0.38651, -4.93765)
C (3.92201, -0.34914, -4.01426)
C (4.40665, -1.69947, -3.50232)
O (3.44805, -2.32441, -2.66235)
C (3.20598, -3.68198, -2.97822)
H (0.90203, 1.59113, -1.01631)
H (2.65591, 1.32240, -1.01435)
H (1.90484, 2.11033, -2.40777)
H (0.78068, 1.05126, -3.84147)
H (-0.11231, -0.35786, -3.23405)
H (0.92854, -0.86635, -5.35003)
H (1.63960, -1.87714, -4.12759)
H (3.70765, 0.33703, -3.19570)
H (4.75168, 0.10347, -4.56790)
H (5.30623, -1.53437, -2.89366)
H (4.68358, -2.33586, -4.34766)
H (3.23022, -3.86359, -4.05608)
H (2.21320, -3.94147, -2.61131)
H (3.94265, -4.31846, -2.47542)
C (0.19955, 0.88338, -7.71195)
O (-1.16542, 0.51436, -7.63847)
C (-2.02005, 1.54569, -7.16450)
C (-3.27636, 1.67187, -8.01867)
O (-3.07904, 2.14090, -9.35001)
C (-2.35542, 1.30783, -10.25039)
C (-3.02674, -0.00678, -10.62534)
O (-3.08901, -0.90256, -9.52577)
C (-4.36578, -1.48720, -9.33879)
H (0.68729, 0.68968, -6.75317)
H (0.67498, 0.26787, -8.47778)
H (0.33100, 1.93299, -7.99167)
H (-1.50677, 2.51136, -7.13716)
H (-2.31445, 1.28327, -6.14229)
H (-3.91496, 2.42199, -7.54235)
H (-3.85440, 0.74957, -8.01682)
H (-1.33683, 1.15156, -9.89696)
H (-2.26082, 1.89655, -11.16904)
H (-2.42064, -0.49411, -11.40210)
H (-4.01667, 0.19151, -11.04544)
H (-5.17463, -0.78542, -9.55873)
H (-4.45047, -1.78831, -8.29478)
H (-4.46072, -2.37829, -9.96945)
C (-1.79282, -3.83277, -10.17776)
O (-2.52143, -4.66464, -11.06505)
C (-1.80673, -5.02954, -12.23601)
C (-1.94608, -6.51702, -12.53892)
O (-1.32170, -7.40162, -11.61219)
C (-1.84328, -7.45811, -10.28770)
C (-3.24986, -8.02615, -10.15004)
O (-4.22753, -7.16589, -10.71513)
C (-5.14990, -7.82321, -11.56263)
H (-1.93705, -2.78578, -10.45254)
H (-2.18496, -3.98719, -9.17094)
H (-0.72519, -4.07374, -10.16566)
H (-0.74515, -4.77861, -12.15285)
H (-2.23095, -4.45935, -13.07006)
H (-1.44229, -6.69941, -13.49313)
H (-2.98611, -6.79637, -12.69737)
H (-1.75148, -6.49053, -9.79569)
H (-1.16893, -8.12918, -9.74504)
H (-3.48206, -8.11538, -9.08010)
H (-3.28702, -9.02777, -10.58785)
H (-4.67714, -8.61734, -12.14690)
H (-5.55565, -7.08611, -12.25521)
H (-5.97284, -8.23576, -10.96856)
C (-5.54029, 5.33548, 10.78952)
O (-4.29510, 5.96326, 10.55454)
C (-3.17737, 5.23662, 11.04488)
C (-2.05176, 5.17459, 10.01848)
O (-2.31844, 4.40725, 8.84773)
C (-3.32318, 4.87915, 7.95407)
C (-3.01640, 6.18807, 7.23824)
O (-3.00743, 7.29001, 8.13374)
C (-1.88064, 8.13454, 7.99127)
H (-5.92674, 5.62933, 11.77028)
H (-6.23860, 5.67521, 10.02256)
H (-5.47262, 4.24505, 10.72718)
H (-3.45576, 4.21858, 11.33324)
H (-2.81257, 5.75924, 11.93592)
H (-1.20475, 4.67670, 10.50051)
H (-1.69701, 6.16908, 9.75456)
H (-4.29398, 4.90981, 8.44780)
H (-3.40835, 4.10242, 7.18585)
H (-3.81227, 6.37692, 6.50793)
H (-2.07380, 6.09761, 6.69318)
H (-0.97167, 7.57172, 7.76239)
H (-1.72947, 8.65696, 8.93584)
H (-2.06797, 8.87598, 7.20705)
C (0.43169, -5.52680, 8.52570)
O (1.06327, -5.33319, 7.27436)
C (1.07948, -6.48875, 6.44778)
C (0.67875, -6.16032, 5.01418)
O (-0.67793, -5.76841, 4.82121)
C (-1.10545, -4.53613, 5.39268)
C (-0.47620, -3.27827, 4.80855)
O (0.90465, -3.17951, 5.12526)
C (1.72684, -2.87033, 4.01715)
H (1.15744, -5.89681, 9.25612)
H (0.05501, -4.56054, 8.86581)
H (-0.41515, -6.21642, 8.45973)
H (0.41746, -7.26865, 6.83509)
H (2.10409, -6.87626, 6.44676)
H (0.79787, -7.07719, 4.42909)
H (1.35649, -5.43566, 4.56649)
H (-1.01552, -4.56261, 6.47798)
H (-2.18005, -4.48537, 5.18781)
H (-0.97090, -2.40546, 5.25714)
H (-0.64969, -3.24651, 3.72904)
H (1.38229, -3.35480, 3.09981)
H (2.73405, -3.22776, 4.23300)
H (1.76274, -1.78372, 3.87516)

Cartesian forces (eV/Å) of the 2 atoms listed first:
C 0.49 -0.26 0.73
C -0.06 -1.39 0.70

Frontier orbital gap in eV: 9.0
Largest force on an atom in eV/A: 4.11
SMILES: CCN[C@@]1(C(F)(F)c2cccc(C(F)(F)F)c2)OS(=O)(=O)O[C@@]1(N)CCCI.COCCOCCOC.COCCOCCOC.COCCOCCOC.COCCOCCOC.COCCOCCOC
DFT total energy in eV: -122485.5062

=====

No. 2
Computed, not measured: the molecule C15H27F4INO2P in a non-equilibrium geometry, with wB97M-V/def2-TZVPD.

Positions of all 51 atoms, in Å:
C (2.17957, -0.60602, 1.56952)
C (1.00921, 0.01719, 1.76236)
C (-0.30600, -0.68374, 1.58564)
P (-1.10778, -0.31653, -0.02293)
C (-0.12783, 0.87413, -1.11858)
O (1.17906, 0.40760, -1.43855)
C (2.12531, 1.45274, -1.49185)
C (3.47785, 0.86472, -1.89378)
C (4.63663, 1.39297, -1.03456)
C (-0.23179, -1.80176, -0.83935)
I (-0.52884, -1.90694, -2.98810)
C (-0.50294, -3.24139, -0.30499)
C (0.77359, -4.09573, -0.27784)
N (-2.02181, 1.13159, 0.62318)
C (-2.69807, 2.03390, -0.31140)
C (-1.64727, 1.85094, 1.79263)
C (-0.72110, 3.05322, 1.72422)
O (-2.12330, 1.56657, 2.88443)
C (-2.86051, -1.00079, -0.37372)
F (-2.88606, -2.35892, -0.46628)
F (-3.31897, -0.55000, -1.56711)
C (-3.90186, -0.67698, 0.73004)
F (-3.34346, -0.97476, 1.92343)
F (-4.97327, -1.50430, 0.56840)
H (3.12517, -0.10050, 1.66399)
H (2.21044, -1.65515, 1.31906)
H (1.04778, 1.03965, 2.10571)
H (-0.96908, -0.52706, 2.42767)
H (-0.05785, -1.73418, 1.66170)
H (0.00704, 1.80316, -0.58267)
H (-0.66097, 1.04708, -2.04859)
H (2.22200, 1.91388, -0.50589)
H (1.78536, 2.18738, -2.22009)
H (3.40566, -0.20817, -1.78216)
H (3.63887, 1.12042, -2.93162)
H (4.32378, 2.19250, -0.37431)
H (5.45050, 1.76981, -1.64166)
H (5.04709, 0.58170, -0.44567)
H (0.82452, -1.69212, -0.66212)
H (-0.96863, -3.23454, 0.67471)
H (-1.20463, -3.75394, -0.94059)
H (1.11836, -4.29862, 0.72948)
H (1.55815, -3.65160, -0.87922)
H (0.57271, -5.05858, -0.73317)
H (-3.72047, 2.21407, 0.02254)
H (-2.75929, 1.66858, -1.32836)
H (-2.23653, 3.01605, -0.36187)
H (-0.44364, 3.32557, 2.72747)
H (0.15968, 2.89310, 1.11261)
H (-1.25982, 3.88464, 1.28156)
H (-4.29655, 0.32915, 0.67667)

Cartesian forces (eV/Å) of the 2 atoms listed first:
C -0.90 0.35 0.15
C 1.07 -0.33 -0.09

Frontier orbital gap in eV: 9.3
Largest force on an atom in eV/A: 1.69
SMILES: C=CCP(COCCC)([C@H](I)CC)(N(C)C(C)=O)C(F)(F)C(F)F
DFT total energy in eV: -49834.1309

=====

No. 3
Computed, not measured: a cluster of 2 separate species, C7H10 in total in a non-equilibrium geometry, with wB97M-V/def2-TZVPD.

Positions of all 17 atoms, in Å:
C (1.41147, 2.65367, 1.33098)
C (0.65478, 2.04860, 0.70610)
C (-0.46638, 0.59578, -0.68077)
C (-0.56533, 0.51812, -2.09978)
C (1.18249, -0.94063, 0.14000)
C (-0.85229, -0.39610, 1.60653)
C (-0.37767, -0.68241, 0.18766)
H (-0.15522, 1.47420, -2.60570)
H (-1.56790, 0.56269, -2.35116)
H (-0.12208, -0.34662, -2.57393)
H (1.62897, -1.26548, 1.18088)
H (1.59299, 0.01905, -0.00596)
H (1.53180, -1.73516, -0.42359)
H (-0.57885, 0.60228, 1.80578)
H (-0.51865, -1.03811, 2.43207)
H (-1.92267, -0.42714, 1.53478)
H (-0.87546, -1.64275, -0.18391)

Cartesian forces (eV/Å) of the 2 atoms listed first:
C 6.45 5.21 5.42
C -7.81 -6.62 -7.64

Frontier orbital gap (alpha / beta) in eV: 6.0 / 8.2
Largest force on an atom in eV/A: 12.77
Energy relative to the best compared isomer or geometry (same formula, charge and spin) in kJ/mol: 1119.8
DFT total energy in eV: -7409.4285

=====

No. 4
Computed, not measured: a structure of composition C12H40BInO12 in a non-equilibrium geometry, with wB97M-V/def2-TZVPD.

Positions of all 66 atoms, in Å:
In (-3.01320, -1.70298, 1.94257)
B (1.20588, 0.63984, 0.25388)
H (0.80698, 0.83388, 1.23748)
H (0.76862, 1.37674, -0.40187)
H (2.28473, 0.64712, 0.27025)
H (0.88555, -0.33674, -0.07462)
C (4.53775, 4.72524, 2.40559)
C (4.89689, 4.62248, 0.90018)
O (3.77219, 4.47175, 0.04939)
O (4.36255, 3.43032, 2.95700)
H (3.60172, 5.27413, 2.50891)
H (5.32186, 5.26724, 2.93427)
H (5.49852, 3.73494, 0.70419)
H (5.48932, 5.48734, 0.60160)
H (3.25624, 3.70418, 0.30673)
H (3.53931, 3.07963, 2.60930)
C (-4.61097, 2.70245, -3.13020)
C (-5.24596, 4.13740, -3.37115)
O (-5.40427, 4.81267, -2.10966)
O (-5.38898, 1.97974, -2.19809)
H (-3.66287, 2.92744, -2.64175)
H (-4.48856, 2.22576, -4.10277)
H (-6.23725, 4.10513, -3.82327)
H (-4.77552, 4.74905, -4.14100)
H (-5.24735, 5.73792, -2.31186)
H (-6.27715, 2.27893, -2.40602)
C (2.22055, -5.45014, 2.48144)
C (1.40400, -5.95138, 1.29566)
O (0.01756, -6.16394, 1.52541)
O (1.71089, -4.23935, 2.88036)
H (3.25184, -5.28106, 2.17165)
H (2.03253, -6.22981, 3.21959)
H (1.84823, -6.89079, 0.96663)
H (1.58936, -5.21361, 0.51499)
H (-0.22682, -7.07252, 1.33473)
H (2.36270, -3.89470, 3.49515)
C (-3.30726, 4.45553, 4.12110)
C (-2.04034, 4.01034, 4.82690)
O (-2.19242, 2.63234, 5.24739)
O (-3.56752, 3.60074, 2.97775)
H (-3.10452, 5.49566, 3.86590)
H (-4.13116, 4.48508, 4.83413)
H (-1.87867, 4.69332, 5.66087)
H (-1.10935, 3.97428, 4.26116)
H (-2.29142, 2.55084, 6.19878)
H (-4.11474, 4.14286, 2.40482)
C (-4.71325, -5.38783, -3.02029)
C (-3.28593, -4.98818, -3.44551)
O (-2.86121, -3.75593, -2.88667)
O (-4.85738, -5.26179, -1.60256)
H (-4.78361, -6.39409, -3.43331)
H (-5.39449, -4.68638, -3.50192)
H (-3.10137, -5.00240, -4.51967)
H (-2.62453, -5.76305, -3.05792)
H (-2.14751, -3.50319, -3.47689)
H (-5.39107, -6.01223, -1.33125)
C (5.46164, -1.13112, -3.14532)
C (6.02611, -1.91783, -1.97494)
O (6.16547, -1.12759, -0.72104)
O (4.02155, -1.06840, -3.08282)
H (5.60828, -1.73110, -4.04344)
H (5.93562, -0.16040, -3.29065)
H (7.01479, -2.34193, -2.15033)
H (5.51818, -2.87489, -1.85593)
H (5.31454, -0.75991, -0.47138)
H (3.74488, -0.69720, -2.24183)

Cartesian forces (eV/Å) of the 2 atoms listed first:
In 0.01 0.00 -0.07
B 0.85 -0.10 -0.59

Frontier orbital gap in eV: 1.6
Largest force on an atom in eV/A: 5.23
Energy relative to the best compared isomer or geometry (same formula, charge and spin) in kJ/mol: 718.3
Total charge: +2
DFT total energy in eV: -43481.1431

=====

No. 5
Computed, not measured: the molecule C5H7N in a non-equilibrium geometry, with wB97M-V/def2-TZVPD.

Positions of all 13 atoms, in Å:
C (0.94376, -0.01377, -0.34095)
C (0.58983, -1.02265, 0.64464)
C (-0.30156, -0.77470, -0.59177)
C (-1.52643, -0.14590, -0.28077)
C (-2.52193, 0.38485, 0.12925)
H (1.85873, 1.59720, 0.23395)
H (0.56688, 1.99266, -0.59790)
H (1.76842, -0.24409, -1.01440)
H (0.21169, -0.56057, 1.59487)
H (1.27244, -1.90652, 0.76355)
H (-0.32740, -1.54044, -1.32166)
H (-3.39914, 0.88947, 0.68567)
N (0.86471, 1.34446, 0.09551)

Cartesian forces (eV/Å) of the 2 atoms listed first:
C 0.91 0.68 -1.18
C 0.41 -0.80 1.66

Frontier orbital gap in eV: 10.1
Largest force on an atom in eV/A: 2.89
SMILES: C#C[C@@H]1C[C@@H]1N
Energy relative to the best compared isomer or geometry (same formula, charge and spin) in kJ/mol: 309.9
DFT total energy in eV: -6785.3005

=====

No. 6
Computed, not measured: a structure of composition C4H4O2Tm in a non-equilibrium geometry, with wB97M-V/def2-TZVPD.

Positions of all 11 atoms, in Å:
O (2.35252, -1.14461, 0.95188)
C (2.51825, -0.83659, -0.23654)
C (1.63511, 0.25161, -0.40387)
H (3.29227, -1.23494, -0.91121)
H (2.05915, 1.26234, -0.35532)
C (-0.51478, 0.24502, 0.32751)
C (-1.72996, 0.37761, -0.23551)
O (-2.86946, 0.02883, -0.28025)
Tm (-5.39271, 0.21377, -0.70984)
H (-0.35690, -0.52207, 1.09089)
H (-0.99348, 1.35902, 0.76226)

Cartesian forces (eV/Å) of the 2 atoms listed first:
O 0.82 -1.37 -0.61
C -0.90 -0.48 2.69

Frontier orbital gap (alpha / beta) in eV: 3.4 / 5.2
Largest force on an atom in eV/A: 4.60
Energy relative to the best compared isomer or geometry (same formula, charge and spin) in kJ/mol: 431.7
Spin multiplicity: 4
Total charge: +2
DFT total energy in eV: -37809.5991